Record 1
{
  "formula": "C33H29BrCsN7O7S",
  "method": "the ωB97M-V functional and the def2-TZVPD basis",
  "symbols": ["Cs", "O", "C", "C", "N", "C", "C", "O", "O", "C", "C", "O", "O", "H", "H", "H", "H", "H", "H", "H", "H", "H", "N", "C", "C", "C", "C", "C", "N", "C", "C", "C", "C", "C", "N", "H", "H", "H", "H", "H", "H", "H", "H", "H", "N", "C", "C", "C", "C", "C", "C", "N", "C", "C", "C", "S", "C", "N", "H", "H", "H", "H", "H", "H", "H", "Br", "C", "C", "C", "C", "C", "C", "C", "O", "O", "H", "H", "H", "H"],
  "coordinates": [[0.85728, 1.73927, -1.14794], [2.89984, -1.34556, -1.81893], [3.82451, -0.32590, -2.12091], [4.71279, 0.02938, -0.93928], [4.01549, 0.71178, 0.15005], [4.32222, 0.13021, 1.44801], [3.73680, -1.26454, 1.73366], [3.93246, -1.69631, 2.88466], [3.09754, -1.85644, 0.81608], [4.32062, 2.14591, 0.13195], [3.50007, 2.96173, 1.16641], [4.10746, 3.36370, 2.17983], [2.28394, 3.12770, 0.89201], [2.92141, -1.48890, -0.84028], [3.28592, 0.55365, -2.49994], [4.48135, -0.64925, -2.94134], [5.55701, 0.64045, -1.29589], [5.13395, -0.90758, -0.56265], [3.94544, 0.79618, 2.22358], [5.41098, 0.06846, 1.62313], [4.08351, 2.52576, -0.86668], [5.39399, 2.31513, 0.32245], [-1.89916, -0.56614, 4.29934], [-3.08425, -0.55582, 3.60403], [-4.04493, -1.54349, 3.91211], [-5.22865, -1.55717, 3.21386], [-5.45436, -0.59532, 2.22991], [-4.44991, 0.33319, 2.00936], [-3.29402, 0.36090, 2.66463], [-0.74231, 0.22229, 4.04879], [0.49129, -0.41938, 4.04561], [1.63303, 0.34090, 3.85597], [1.49457, 1.70442, 3.63875], [0.21483, 2.23573, 3.66189], [-0.89387, 1.52643, 3.89170], [-1.69488, -1.44456, 4.74518], [-3.84176, -2.27379, 4.68628], [-5.97774, -2.30906, 3.43450], [-6.37742, -0.55748, 1.66645], [-4.57040, 1.09855, 1.24799], [0.55860, -1.49474, 4.16356], [2.60048, -0.14853, 3.83505], [2.34323, 2.34294, 3.42122], [0.07195, 3.29517, 3.48325], [-3.99686, -0.82584, -0.98444], [-4.47769, 0.11600, -1.86964], [-5.74857, 0.38416, -2.36582], [-5.84993, 1.42658, -3.27139], [-4.72518, 2.16478, -3.67089], [-3.46183, 1.89747, -3.17368], [-3.35000, 0.85928, -2.25001], [-2.22718, 0.39498, -1.58213], [-2.64861, -0.59024, -0.84469], [-1.81431, -1.39351, 0.04585], [-2.25911, -2.35691, 0.89884], [-0.93134, -3.02752, 1.73960], [0.13576, -1.95996, 0.89315], [-0.45813, -1.18027, 0.04952], [-4.54013, -1.44930, -0.41558], [-6.61570, -0.19140, -2.06476], [-6.82024, 1.67435, -3.68509], [-4.84964, 2.96404, -4.39079], [-2.57877, 2.44544, -3.48747], [-3.27242, -2.66741, 1.09797], [1.21743, -1.99039, 1.05108], [-0.77297, 5.10109, -6.33241], [-0.10735, 3.40608, -6.89133], [-0.17861, 3.11089, -8.24584], [0.29392, 1.89162, -8.70392], [0.84787, 0.98861, -7.80481], [0.92914, 1.31356, -6.46171], [0.44259, 2.52559, -5.97252], [0.54151, 2.78917, -4.46645], [1.69679, 2.76998, -4.00287], [-0.54539, 2.94449, -3.87242], [-0.60282, 3.83431, -8.92942], [0.23330, 1.65326, -9.75895], [1.22452, 0.03450, -8.15321], [1.38556, 0.63158, -5.75490]],
  "homo_lumo_gap_ev": 6.5,
  "e_above_lowest_ev": 0.000,
  "charge": -2,
  "largest_force_ha_per_bohr": 0.005,
  "multiplicity": 1
}



Record 2
{
  "formula": "BH30O13",
  "method": "the ωB97M-V functional and the def2-TZVPD basis",
  "symbols": ["B", "H", "H", "H", "H", "O", "H", "H", "O", "H", "H", "O", "H", "H", "O", "H", "H", "O", "H", "H", "O", "H", "H", "O", "H", "H", "O", "H", "H", "O", "H", "H", "O", "H", "H", "O", "H", "H", "O", "H", "H", "O", "H", "H"],
  "coordinates": [[-0.13998, 0.35620, 0.24143], [-1.07398, 0.67420, -0.46157], [-0.28198, -0.83680, 0.54543], [0.86502, 0.52420, -0.38357], [-0.10398, 1.05420, 1.26143], [2.95002, 0.85720, -2.26557], [2.44602, 0.09120, -2.07257], [3.52902, 0.56220, -2.94357], [-2.42998, -3.68580, 0.40743], [-2.52298, -3.39780, -0.49057], [-1.46098, -3.58280, 0.45843], [2.04402, 3.13920, 0.19843], [2.69002, 3.20720, -0.52057], [1.75102, 2.19520, 0.22743], [-2.65098, -0.42880, 2.26743], [-2.36298, 0.49320, 2.38643], [-3.10698, -0.43880, 1.40543], [0.16502, -3.92780, 0.88343], [0.78502, -3.23080, 1.09843], [0.62602, -4.36680, 0.17443], [-3.26298, 2.39920, 0.72843], [-2.73798, 1.75220, 0.33843], [-3.11798, 2.37920, 1.65343], [2.53702, -2.12580, 1.13243], [2.36302, -1.71580, 0.31743], [2.64802, -1.32580, 1.62243], [1.78802, -1.74780, -1.99857], [1.19402, -1.28380, -2.57057], [2.21802, -2.29880, -2.59757], [0.63602, -0.50180, 3.82543], [0.95202, -1.38480, 4.03643], [0.47202, -0.42180, 2.90043], [-1.90398, -1.86280, -1.78357], [-1.40098, -2.61880, -2.14757], [-1.41998, -1.41680, -1.09757], [-0.43598, 4.32320, 1.74243], [0.32502, 4.82520, 1.82643], [-0.11698, 3.41120, 1.72243], [-0.48898, -0.33180, -3.41957], [-0.16598, 0.48320, -2.97357], [-0.91698, -0.88380, -2.75457], [-0.09798, 3.85920, -1.26757], [0.26002, 3.42720, -0.50757], [-1.04298, 3.80220, -1.14557]],
  "homo_lumo_gap_ev": 9.2,
  "e_above_lowest_ev": 0.715,
  "charge": -1,
  "largest_force_ha_per_bohr": 0.056,
  "multiplicity": 1
}



Record 3
{
  "formula": "C22H38AlBBrCl2F11MgNO12Si",
  "method": "the ωB97M-V functional and the def2-TZVPD basis",
  "symbols": ["C", "C", "O", "Si", "Cl", "B", "C", "O", "H", "H", "H", "H", "H", "H", "H", "H", "H", "H", "C", "C", "O", "C", "O", "C", "F", "F", "F", "H", "H", "H", "H", "H", "Mg", "C", "C", "C", "F", "F", "F", "F", "O", "C", "C", "F", "F", "F", "F", "H", "H", "H", "H", "Cl", "C", "C", "C", "C", "N", "H", "H", "H", "H", "H", "H", "H", "Br", "Al", "C", "O", "O", "O", "H", "C", "O", "O", "O", "H", "C", "C", "O", "C", "C", "H", "H", "H", "H", "H", "H", "H", "H", "H", "H"],
  "coordinates": [[-5.95050, 1.44144, 1.28543], [-5.51126, 0.27335, 2.39950], [-4.05371, 0.16034, 2.56361], [-3.45353, 1.09426, 3.92430], [-3.40185, -0.08637, 5.75048], [-4.45795, 2.69003, 4.33553], [-5.74150, 2.51770, 5.39696], [-4.12128, 4.03380, 3.78427], [-7.04360, 1.77371, 1.54071], [-5.22410, 2.37920, 1.40608], [-5.84482, 0.93541, 0.21556], [-6.11661, 0.35669, 3.40492], [-5.86681, -0.75162, 1.90123], [-2.06045, 1.45051, 3.60729], [-6.20986, 1.43572, 5.29781], [-5.31881, 2.58707, 6.51080], [-6.56538, 3.33711, 5.25816], [-4.03954, 3.97999, 2.77364], [-2.15436, 9.29896, 1.33021], [-3.22506, 8.49684, 2.04633], [-4.36579, 8.30718, 1.19502], [-4.28015, 7.27755, 0.29284], [-3.30267, 6.54321, 0.18351], [-5.57635, 7.15613, -0.50779], [-6.04692, 8.36273, -0.93652], [-6.58103, 6.59517, 0.22475], [-5.44295, 6.38489, -1.62385], [-2.56455, 10.24456, 0.96089], [-1.31785, 9.51327, 2.00108], [-1.77075, 8.75736, 0.46007], [-3.57241, 9.05120, 2.92452], [-2.83834, 7.53577, 2.40456], [-2.37935, 10.74719, -0.78342], [-2.02458, -1.78828, -0.00415], [-0.83508, -0.81666, -0.03111], [-1.13626, 0.56326, -0.60472], [-1.57834, 0.51444, -1.87939], [-0.01284, 1.33100, -0.62174], [0.20584, -1.41012, -0.67667], [-0.41623, -0.65448, 1.26469], [-2.12803, -2.70246, -1.10066], [-2.73398, -2.17498, -2.28022], [-1.75497, -2.05039, -3.45078], [-0.66226, -1.31250, -3.12777], [-2.33694, -1.43011, -4.51551], [-3.34805, -1.00740, -1.97441], [-3.72883, -3.04336, -2.60750], [-1.87632, -2.43416, 0.87024], [-2.97568, -1.27802, 0.19280], [-1.88151, 1.08741, -0.00015], [-1.40656, -3.03312, -3.78126], [-5.33423, -1.00418, -3.21929], [2.91013, -1.20455, 1.17075], [4.14008, -1.25340, 0.26976], [5.17181, -2.28659, 0.72692], [5.65626, -1.94400, 2.12625], [6.05818, -1.65966, 3.28719], [3.16816, -0.90373, 2.19107], [2.18905, -0.47424, 0.79001], [2.41593, -2.18187, 1.21343], [4.59857, -0.25732, 0.24115], [3.82315, -1.49153, -0.75162], [6.02627, -2.29250, 0.04209], [4.73429, -3.29078, 0.73264], [-7.20988, 5.95665, -2.17104], [-2.30447, 2.33010, -1.06113], [0.63831, -5.09564, -1.89941], [1.36072, -4.49153, -1.07047], [-0.08754, -4.23855, -2.60324], [0.50522, -6.31439, -2.14999], [0.29934, -3.47993, -2.12087], [-0.62398, -4.81213, -6.04726], [-1.78175, -5.09351, -6.44018], [0.25669, -5.68509, -6.51545], [-0.19672, -3.88604, -5.32225], [-0.44739, -6.17925, -6.98228], [10.65993, -5.42724, -1.96848], [10.26583, -4.04326, -1.48497], [8.85451, -3.83137, -1.45540], [8.10242, -4.69962, -0.61161], [8.50090, -4.61953, 0.85117], [10.25233, -5.61532, -2.96770], [11.75025, -5.52008, -2.01087], [10.28307, -6.21238, -1.30953], [10.67807, -3.29816, -2.17388], [10.70037, -3.82685, -0.50286], [8.15783, -5.72764, -0.98195], [7.05294, -4.39568, -0.70676], [9.53853, -4.92467, 1.00866], [7.86455, -5.27265, 1.45726], [8.40298, -3.59229, 1.21993]],
  "homo_lumo_gap_ev": 1.6,
  "charge": 1,
  "largest_force_ha_per_bohr": 0.195,
  "multiplicity": 1
}



Record 4
{
  "formula": "C23H28N4O2S",
  "method": "the ωB97M-V functional and the def2-TZVPD basis",
  "symbols": ["C", "H", "O", "C", "C", "C", "C", "C", "C", "H", "H", "N", "C", "N", "C", "N", "C", "C", "C", "C", "S", "C", "H", "C", "C", "H", "H", "H", "C", "C", "H", "H", "H", "H", "H", "H", "C", "N", "C", "C", "H", "O", "C", "C", "H", "H", "H", "H", "H", "H", "H", "H", "H", "H", "H", "H", "H", "H"],
  "coordinates": [[5.03275, 4.73132, 2.49524], [5.63955, 3.82069, 2.45601], [3.83638, 4.52534, 3.20465], [2.95520, 3.59528, 2.73524], [1.78804, 3.43129, 3.48273], [0.83535, 2.51621, 3.09766], [1.01716, 1.73336, 1.95510], [2.17581, 1.90179, 1.20727], [3.13453, 2.82222, 1.59434], [4.02118, 2.92466, 0.98904], [2.31910, 1.30497, 0.32315], [0.00222, 0.83634, 1.62748], [-0.05578, -0.11490, 0.66249], [1.00054, -0.32508, -0.11642], [0.97179, -1.29746, -1.01631], [-0.02950, -2.13647, -1.20733], [-1.10054, -1.92138, -0.45768], [-1.22824, -0.90255, 0.50088], [-2.52275, -0.90811, 1.11444], [-3.30363, -1.91789, 0.65297], [-2.52869, -2.89946, -0.56774], [-4.69501, -2.21692, 1.09118], [-4.82134, -3.29524, 1.21112], [-5.00763, -1.48856, 2.40147], [-6.49292, -1.58606, 2.73137], [-6.80291, -2.62671, 2.78985], [-6.70512, -1.11052, 3.68610], [-7.08572, -1.09328, 1.96357], [-4.55962, -0.03341, 2.26885], [-3.03882, 0.06555, 2.13502], [-2.78051, 1.08756, 1.84202], [-2.57886, -0.14668, 3.10788], [-4.88334, 0.54068, 3.13913], [-5.02998, 0.40238, 1.38485], [-4.43333, -1.95800, 3.20783], [-5.39827, -1.89422, 0.31586], [2.18823, -1.44653, -1.88466], [1.97241, -0.78319, -3.16246], [3.21070, -0.53557, -3.87801], [2.89007, 0.26515, -5.14151], [3.79133, 0.42829, -5.73561], [1.98614, -0.41950, -5.97476], [0.79377, -0.70487, -5.27829], [1.06874, -1.52802, -4.02231], [0.14015, -1.71697, -3.48329], [1.50840, -2.49916, -4.31362], [0.15863, -1.25690, -5.97303], [0.29702, 0.23443, -4.99199], [2.46291, 1.23577, -4.84667], [3.88256, 0.04517, -3.24228], [3.71369, -1.47753, -4.16299], [3.02390, -0.95728, -1.38145], [2.41158, -2.51892, -2.01291], [-0.79631, 0.87618, 2.24266], [-0.06322, 2.40342, 3.68898], [1.65239, 4.03622, 4.36498], [4.84152, 5.08452, 1.47658], [5.57341, 5.49956, 3.04601]],
  "smiles": "COc1ccc(Nc2nc(CN3CCOCC3)nc3sc4c(c23)CC[C@@H](C)C4)cc1",
  "homo_lumo_gap_ev": 8.1,
  "e_above_lowest_ev": 1.586,
  "largest_force_ha_per_bohr": 0.016,
  "multiplicity": 1
}